Record 1
Here is a molecular structure, C22H17AsF6MnNO12PS3 from the OMol25 dataset. Energies are from ωB97M-V/def2-TZVPD.

Summary:
Charge = -1
HOMO (alpha / beta) = -6.2 / -6.2 eV
LUMO energy (alpha / beta) = 0.96 / 2.47 eV
Multiplicity = 5

Each line ends with the Mulliken spin population.
Cartesian coordinates (Å):
As -0.824 -1.957 3.490  0.016
Mn -0.537 0.658 1.511  3.885
S -3.196 -0.222 1.526  -0.011
S 0.512 3.654 1.031  0.007
S -1.267 2.833 -0.960  -0.006
P 2.022 0.449 -2.075  0.000
F -1.217 5.471 1.833  0.000
F -2.842 4.932 -0.892  0.000
F 0.600 5.358 2.998  0.000
F -3.857 3.035 -1.121  0.000
F -3.048 3.602 0.802  0.001
F 0.624 6.269 1.037  0.001
O -0.666 -3.189 2.262  0.005
O 1.934 3.630 0.963  0.001
O -2.380 0.851 2.212  -0.009
O 1.001 0.622 0.549  -0.034
O -1.364 1.552 -0.272  -0.022
O -0.189 -2.392 4.909  -0.006
O -0.096 -0.604 2.756  0.053
O -4.352 0.274 0.851  0.003
O -2.225 -0.999 0.750  0.040
O 2.750 -0.186 1.716  0.021
O -1.251 2.825 -2.380  0.000
O -0.148 2.723 1.938  0.038
N -0.167 3.770 -0.368  0.002
C -3.711 -1.223 2.892  0.010
C -2.856 3.652 -0.509  0.003
C 5.080 -0.209 -5.500  0.000
C -4.565 -2.637 5.096  0.001
C 3.299 0.164 -3.364  0.000
C -0.013 -1.392 -1.716  0.009
C -0.578 -2.645 -1.510  -0.002
C -2.757 -1.822 3.711  0.003
C 3.713 -0.374 -5.691  0.000
C 1.597 -3.650 -1.708  0.000
C 2.159 -2.399 -1.912  0.002
C 3.080 0.509 -0.557  -0.005
C 0.229 -3.773 -1.502  0.000
C 1.362 -1.256 -1.909  -0.002
C 4.671 0.329 -3.188  0.000
C -5.496 -2.049 4.259  0.000
C 2.837 -0.179 -4.637  0.000
C 2.269 0.251 0.709  -0.005
C 0.097 5.292 1.768  0.005
C -5.064 -1.328 3.151  0.001
C 5.553 0.148 -4.248  0.000
C -3.205 -2.523 4.825  -0.002
H -0.642 -0.510 -1.722  -0.003
H -5.764 -0.835 2.490  0.000
H 5.768 -0.353 -6.323  0.000
H 6.615 0.285 -4.087  0.000
H 3.329 -0.648 -6.666  0.000
H -0.746 -2.786 1.384  0.000
H -1.647 -2.727 -1.353  0.000
H -4.889 -3.189 5.969  0.000
H 3.227 -2.308 -2.072  0.000
H -0.206 -4.750 -1.333  0.000
H 3.905 -0.204 -0.565  -0.002
H 1.771 -0.297 -4.802  0.000
H -2.473 -2.972 5.484  0.000
H 2.227 -4.531 -1.704  0.000
H 5.068 0.603 -2.219  0.000
H 3.497 1.516 -0.470  0.003
H -6.554 -2.137 4.467  0.000

***

Record 2
Here is a molecular structure, C22H17AuCl3FN6O3S2 at a distorted geometry from the OMol25 dataset. Energies are from ωB97M-V/def2-TZVPD.

Summary:
Charge = +2
HOMO = -13.9 eV
LUMO energy = -7.58 eV

Each line ends with the Mulliken charge.
Cartesian coordinates (Å):
Au 0.053 0.252 0.127  1.350
Cl -1.394 -4.949 1.339  -0.068
Cl -1.394 -5.088 -1.563  -0.060
Cl 1.100 -5.353 -0.096  -0.066
S 0.271 4.565 -1.373  -0.123
S 4.501 0.190 0.827  -0.116
F -6.287 0.057 -2.218  -0.329
O -0.029 -0.600 2.141  -0.599
O -1.914 0.264 -0.067  -1.132
O -0.739 0.432 3.989  -0.617
N -0.137 -2.012 -0.244  -0.231
N 2.027 0.408 0.340  0.097
N 0.319 2.150 -0.594  -0.495
N -4.637 0.059 3.010  0.172
N 2.566 -1.583 1.463  -0.253
N -1.833 2.895 -1.187  -0.319
C -5.870 0.065 -0.955  -0.244
C 3.928 1.666 0.125  -0.067
C -3.344 0.053 3.270  -0.651
C -6.831 0.035 0.059  -0.704
C -2.338 0.060 2.307  0.246
C 1.644 2.607 -0.533  -0.475
C -5.066 0.629 5.418  -1.828
C -6.454 0.027 1.377  0.981
C -0.525 3.076 -1.027  0.337
C -0.926 -0.006 2.879  -0.088
C -0.293 -3.142 -0.197  -0.309
C -4.534 0.101 -0.688  -0.908
C -6.921 0.663 3.722  -0.936
C -4.117 0.103 0.657  0.661
C -0.495 -4.605 -0.136  0.747
C 2.599 1.626 -0.044  0.090
C 2.895 -0.431 0.892  0.595
C 1.792 3.884 -0.915  -0.155
C -2.717 0.132 0.980  1.892
C -5.074 0.063 1.687  -0.778
C -5.626 -0.001 4.153  0.522
C -7.475 -0.004 2.478  -0.972
H -6.744 1.728 3.548  0.340
H -8.391 0.480 2.143  0.491
H -5.810 -1.065 4.318  0.152
H 4.611 2.467 -0.107  0.450
H -3.818 0.102 -1.496  0.739
H -3.037 0.061 4.304  0.631
H 3.270 -2.132 1.928  0.251
H -4.289 0.034 5.894  0.532
H -5.880 0.713 6.137  0.429
H 2.692 4.475 -0.951  0.479
H 1.598 -1.725 1.738  0.144
H -2.228 1.978 -1.031  0.299
H -2.402 3.616 -1.598  0.201
H -4.684 1.632 5.226  0.421
H -7.879 0.016 -0.215  0.556
H -7.629 0.583 4.546  0.384
H -7.733 -1.044 2.702  0.334

***

Record 3
Here is a molecular structure, C22H17AuF2N2O2S at a distorted geometry from the OMol25 dataset. Energies are from ωB97M-V/def2-TZVPD.

Summary:
Charge = 0
HOMO (alpha / beta) = -7.1 / -8.2 eV
LUMO energy (alpha / beta) = -0.56 / -2.73 eV
Multiplicity = 3

Each line ends with the Mulliken spin population.
Cartesian coordinates (Å):
Au -0.759 0.388 -0.416  0.320
S 2.437 0.812 0.661  -0.025
F -1.432 2.905 0.849  0.031
F -1.436 3.067 -1.344  0.024
O 3.147 1.284 1.817  0.024
O 2.996 -0.209 -0.172  0.026
N -1.486 -0.825 1.827  -0.037
N 0.936 0.279 1.190  0.429
C -1.403 -2.347 -4.409  0.021
C -2.848 -2.211 3.230  -0.041
C -1.060 -0.721 -2.130  0.144
C 1.397 4.474 -0.535  -0.001
C 1.545 4.373 -1.915  0.000
C 1.952 -2.411 3.545  -0.081
C 0.917 -0.785 2.026  0.089
C 2.062 -1.415 2.574  0.220
C -0.342 -0.479 -3.311  0.055
C -2.666 -1.263 2.209  0.044
C -0.387 -1.298 2.440  0.024
C 1.932 3.175 -2.501  0.000
C 1.636 3.375 0.270  0.001
C -1.968 -1.787 -2.133  0.031
C 0.726 -2.832 3.990  0.263
C 2.018 2.181 -0.334  -0.005
C -0.507 -1.285 -4.433  -0.009
C 2.175 2.062 -1.709  0.004
C -1.738 -2.727 3.830  0.043
C -2.134 -2.594 -3.255  -0.011
C -1.765 2.261 -0.312  0.416
C -0.462 -2.286 3.433  -0.047
H -2.550 -2.004 -1.242  0.009
H -1.534 -2.973 -5.284  0.002
H 1.087 5.410 -0.087  0.000
H -2.839 -3.418 -3.227  0.002
H 2.043 3.105 -3.576  0.000
H 0.356 0.349 -3.355  0.014
H 3.049 -1.100 2.266  -0.007
H 2.483 1.115 -2.135  0.001
H -2.839 2.073 -0.318  0.016
H 1.351 5.238 -2.539  0.000
H -3.844 -2.528 3.509  -0.001
H 0.065 -1.082 -5.332  0.002
H 2.854 -2.844 3.955  0.000
H 0.645 -3.592 4.759  0.008
H -1.820 -3.479 4.606  0.002
H 1.532 3.439 1.347  0.000
H -3.521 -0.868 1.670  0.000

***

Record 4
Here is 7 unconnected molecules or ions with the total composition C22H17B2N5O18 at a distorted geometry from the OMol25 dataset. Energies are from ωB97M-V/def2-TZVPD.

Summary:
Charge = -1
HOMO (alpha / beta) = -8.5 / -8.5 eV
LUMO energy (alpha / beta) = -0.11 / -4.99 eV
Multiplicity = 2

Each line ends with the Mulliken spin population.
Cartesian coordinates (Å):
O -0.705 0.084 -0.600  0.003
O -4.698 4.657 -2.169  0.012
O 0.847 -0.487 -2.092  0.000
O -0.882 2.443 3.342  0.035
O -5.231 2.279 -2.086  0.049
O 1.744 -2.207 0.155  0.000
O -2.076 -0.109 1.444  0.020
O -7.724 5.745 -3.373  0.000
O -6.941 4.059 -2.176  0.010
O -5.043 0.231 -1.026  0.150
O -3.444 0.652 2.975  0.204
O -5.555 3.558 -0.112  0.074
O -4.953 6.683 -3.046  0.002
O -0.147 1.214 1.572  0.017
O -5.608 1.728 1.351  0.446
O 5.183 0.090 -4.297  0.000
O 0.086 -1.162 1.253  0.003
O 6.996 -0.940 -4.304  0.000
N 3.896 5.631 4.098  0.000
N -1.824 -5.183 2.609  0.000
N -6.315 -0.987 3.167  0.006
N 5.925 -0.862 -3.869  0.000
N 5.230 -0.784 2.298  0.000
C -5.476 -1.383 2.439  0.007
C 3.787 -3.553 -2.212  0.000
C 4.252 0.189 0.040  0.000
C -1.119 1.579 2.504  0.016
C 6.086 -3.503 -1.227  0.000
C 0.786 -1.455 0.219  0.000
C -2.413 0.717 2.332  -0.021
C 4.790 -0.407 1.260  0.000
C 0.293 -5.309 1.191  0.000
C 1.502 4.997 3.153  0.000
C 4.195 -2.507 -3.102  0.000
C 0.280 -0.651 -0.988  0.000
C 4.711 -4.032 -1.247  0.000
C 5.504 -2.004 -3.079  0.000
C -5.528 2.217 0.237  -0.050
C -4.572 -1.892 1.364  -0.009
C -5.279 1.419 -1.063  0.022
C -6.826 5.121 -2.844  0.002
C 6.421 -2.472 -2.101  0.000
C -5.430 5.600 -2.704  -0.001
C -0.885 -5.158 1.987  0.000
C 2.850 5.320 3.700  0.000
B -0.708 -0.013 0.877  -0.007
B -5.645 3.616 -1.621  0.007
H 4.796 1.110 -0.166  0.000
H 2.735 -3.784 -2.134  0.000
H -4.757 -2.833 0.847  -0.001
H 0.689 -6.310 1.362  0.000
H 3.365 -2.224 -3.732  0.000
H 4.533 -4.776 -0.484  0.000
H 0.780 5.322 3.901  0.000
H 0.967 -4.547 1.582  0.000
H 3.179 0.350 0.143  0.000
H 7.418 -2.057 -2.076  0.000
H 4.444 -0.490 -0.791  0.000
H -4.556 -1.072 0.645  0.005
H 6.786 -3.811 -0.464  0.000
H 1.490 3.916 3.017  0.000
H -3.556 -2.001 1.744  0.000
H 1.279 5.548 2.239  0.000
H 0.073 -5.113 0.141  0.000

***

no.,molar mass (g mol⁻¹),DFT total energy (Eh)
1,858.40,-7328.29526
2,799.87,-3814.81184
3,608.42,-1842.01706
4,661.02,-2526.57061